1.
Formula: C5H10O
Source: OMol25
Level of theory: wB97M-V/def2-TZVPD

Each line ends with the Mulliken charge.
Atoms and positions in Å:
O -1.28 -0.40 0.81  -0.5479
C 1.05 0.35 0.99  -1.3171
C -0.51 1.82 -0.14  -1.1446
C 0.02 -1.92 -0.72  -1.0239
C -0.23 0.41 0.23  1.3721
C -0.81 -0.73 -0.45  -0.1914
H -1.03 2.13 0.89  0.2916
H 1.05 -0.61 1.72  0.3587
H 1.06 -1.62 -1.32  0.1997
H 2.01 0.33 0.22  0.2096
H -1.48 -0.36 -1.30  0.3289
H -0.56 -2.86 -1.43  0.2608
H 1.07 1.36 1.64  0.3352
H -1.23 1.92 -1.10  0.2956
H 0.51 2.44 -0.32  0.2864
H 0.36 -2.25 0.29  0.2862

Results
Structure (SMILES) = C[C@H]1OC1(C)C
DFT total energy = -271.62302 Eh
Charge = 0
Relative energy (zero: lowest compared OMol25 entry of this formula, charge and spin) = 340.3 kJ/mol
E_HOMO = -9.88 eV

---

2.
Formula: ClCrN4O12
Source: OMol25
Level of theory: wB97M-V/def2-TZVPD

Each line ends with the Mulliken charge.
Atoms and positions in Å:
Cr 0.16 0.19 -0.48  0.8002
Cl 2.48 -0.50 -1.11  -0.6796
O -0.81 -2.14 -0.51  -0.5353
O 0.23 -0.82 1.24  -0.5827
O -0.62 -0.72 -2.17  -0.6303
O 2.43 3.09 -0.45  -0.6656
O -1.95 -2.54 -2.21  -0.7349
O -2.47 0.61 1.00  -0.5819
O 1.46 -2.55 0.63  -0.5350
O 1.33 2.50 1.24  -0.6058
O -0.06 -2.70 2.22  -0.7346
O 3.33 1.91 1.18  -0.6788
O -3.51 2.05 -0.31  -0.6457
O -1.32 1.58 -0.70  -0.6372
N -1.16 -1.87 -1.59  1.2733
N 2.33 2.51 0.62  0.9877
N -2.47 1.48 0.03  1.0480
N 0.62 -2.10 1.38  1.1381

Results
2S+1 = 5
DFT total energy = -2626.09368 Eh
Charge = -3
<S²> = 6.011
E_HOMO (alpha / beta) = 1.86 / 1.08 eV